No. 1
ORCA calculation (ωB97M-V/def2-TZVPD) on a structure of composition C35H33N8O7PS2Sr.

Properties
E_LUMO: 3.67 eV
Gap between HOMO and LUMO: 5.89 eV
Energy: -3486.82954 Ha
HOMO level: -2.217 eV
ΔE to the lowest compared entry with this formula, charge and spin: 18.60 kcal per mole
Total charge: -2

Structure (XYZ):
```
87
Properties=species:S:1:pos:R:3:forces:R:3
Sr -0.179 -1.562 -0.148 -0.8388 0.0417 -0.5400
C -3.584 -0.884 -0.669 -0.0091 -0.0160 -0.1176
C -3.782 -2.194 0.100 0.0045 -0.0036 0.0612
N -2.530 -2.854 0.460 0.1683 -0.0774 -0.1408
C -2.384 -3.248 1.855 0.0196 0.0016 0.0112
C -2.266 -2.034 2.783 -0.0373 0.0435 0.0212
N -1.301 -1.047 2.309 0.1797 -0.0849 -0.1103
C -1.732 0.340 2.247 0.0146 0.0141 0.0240
C -2.832 0.566 1.205 -0.0696 -0.0546 -0.0258
N -2.537 -0.034 -0.096 0.1537 -0.1485 0.0751
H -3.290 -1.105 -1.703 -0.0226 0.0410 0.1674
H -4.557 -0.369 -0.704 0.0079 0.0017 -0.0530
H -4.357 -2.010 1.013 0.0239 0.0255 0.0348
H -4.404 -2.844 -0.521 -0.0281 -0.0115 -0.0207
H -2.329 -3.630 -0.168 -0.0538 0.0496 0.0608
H -3.224 -3.864 2.213 0.0230 -0.0253 0.0022
H -1.471 -3.843 1.944 -0.0220 0.0300 -0.0214
H -3.241 -1.549 2.880 -0.0271 0.0238 -0.0176
H -2.007 -2.394 3.783 0.0066 -0.0305 0.0045
H -0.404 -1.141 2.770 -0.0374 0.0316 -0.0149
H -2.104 0.722 3.214 0.0193 0.0000 -0.0113
H -0.853 0.932 1.977 -0.0247 -0.0273 -0.0174
H -3.772 0.147 1.577 -0.0028 -0.0241 -0.0213
H -3.003 1.645 1.118 0.0329 0.0206 -0.0024
H -2.263 0.670 -0.766 -0.0203 0.0397 -0.0596
N 0.870 -0.243 -2.425 0.4400 0.2434 0.5408
C 0.760 0.956 -3.136 -0.1492 -0.0967 -0.3237
C 0.740 0.937 -4.541 0.0384 -0.0732 0.0910
C 0.697 2.107 -5.267 -0.0001 0.0320 0.0231
C 0.683 3.342 -4.616 -0.0031 -0.0330 -0.0472
C 0.645 3.367 -3.238 -0.0289 -0.0744 0.0665
C 0.640 2.186 -2.478 0.0703 0.2672 -0.2355
P 0.268 2.224 -0.704 -0.1128 -0.3928 0.1818
C 1.802 2.768 0.109 0.1239 0.0185 0.0308
C 1.802 2.875 1.501 0.0401 0.0023 0.0002
C 2.962 3.190 2.187 -0.0238 -0.0016 0.0085
C 4.152 3.375 1.491 0.0055 0.0004 0.0288
C 4.169 3.245 0.112 -0.0150 -0.0045 -0.0245
C 3.000 2.945 -0.577 -0.0569 0.0239 0.0298
C -0.806 3.708 -0.631 -0.0314 0.1638 0.0432
C -2.019 3.636 -1.327 -0.0412 0.0113 0.0113
C -2.947 4.661 -1.252 0.0204 -0.0414 -0.0206
C -2.689 5.781 -0.468 0.0091 0.0009 0.0038
C -1.492 5.864 0.225 0.0011 0.0183 0.0094
C -0.555 4.838 0.142 -0.0013 0.0127 -0.0096
H 1.723 -0.249 -1.860 0.1676 -0.1029 -0.0116
H 0.783 -1.072 -3.006 -0.1123 0.0291 -0.0122
H 0.744 -0.027 -5.035 0.0092 0.0507 0.0004
H 0.679 2.060 -6.350 0.0012 0.0062 0.0184
H 0.670 4.266 -5.182 0.0022 -0.0245 0.0160
H 0.576 4.317 -2.721 0.0110 -0.0075 -0.0294
H 0.888 2.679 2.054 0.0344 0.0039 -0.0293
H 2.947 3.259 3.268 0.0079 0.0025 -0.0250
H 5.067 3.595 2.030 -0.0202 -0.0078 -0.0202
H 5.098 3.356 -0.434 -0.0152 -0.0013 0.0125
H 3.021 2.825 -1.653 0.0166 0.0000 0.0072
H -2.228 2.771 -1.952 0.0148 0.0314 0.0335
H -3.876 4.581 -1.807 0.0299 0.0147 0.0259
H -3.418 6.580 -0.404 0.0235 -0.0134 0.0048
H -1.273 6.734 0.835 -0.0257 -0.0236 -0.0314
H 0.381 4.928 0.681 -0.0475 -0.0230 -0.0324
O 3.319 -0.632 -0.425 -0.1625 -0.0670 0.2463
C 2.651 -0.858 0.600 0.0527 -0.0686 -0.1723
O 1.568 -0.274 0.922 0.1253 0.0785 0.0773
C 3.091 -1.951 1.560 0.1559 0.0669 -0.0313
C 4.379 -1.972 2.002 -0.1517 -0.0833 0.0500
C 4.783 -2.920 2.962 -0.0118 0.0175 -0.0190
C 3.893 -3.832 3.484 -0.1582 0.1830 -0.2730
C 2.584 -3.819 3.032 0.0098 -0.1115 -0.1844
C 2.116 -2.944 1.987 0.1305 0.1582 -0.0787
O 0.989 -3.033 1.437 0.1506 -0.0847 0.1222
N 1.670 -4.734 3.682 0.0104 0.3303 0.9178
O 0.479 -4.484 3.663 -0.1444 -0.1273 -0.2506
O 2.141 -5.643 4.363 0.0138 -0.1446 -0.3619
N 6.137 -2.920 3.442 0.1114 0.0145 0.0882
O 6.902 -2.062 3.027 0.0707 0.1274 -0.1121
O 6.479 -3.770 4.254 -0.0194 -0.1241 0.0874
H 5.084 -1.251 1.613 0.0390 -0.0146 0.0264
H 4.197 -4.538 4.236 0.0216 -0.0582 0.0697
S -0.545 -3.629 -2.336 0.0798 -0.0504 0.0847
C -1.835 -2.948 -3.285 0.0448 0.0420 -0.0034
S -1.751 -1.344 -3.878 -0.1638 -0.0440 -0.0265
C -2.954 -3.755 -3.562 0.0633 0.0640 0.0984
C -3.099 -5.079 -3.074 0.0115 -0.4155 0.1240
N -3.292 -6.162 -2.712 0.0277 0.2155 -0.0195
C -4.056 -3.295 -4.326 -0.2664 0.3762 -0.1131
N -4.987 -2.933 -4.912 0.1170 -0.1524 0.0300
```
Positions in Å, forces in eV/Å.

---

No. 2
ORCA calculation (ωB97M-V/def2-TZVPD) on a structure of composition C35H34AsBF5O3P2S4Ti in a non-equilibrium geometry.

Properties
E_LUMO: 1.81 eV
Gap between HOMO and LUMO: 6.24 eV
Energy: -7465.28997 Ha
HOMO level: -4.429 eV
ΔE to the lowest compared entry with this formula, charge and spin: 33.93 kcal per mole
Total charge: -1

Structure (XYZ):
```
86
Properties=species:S:1:pos:R:3:forces:R:3
Ti 0.279 -2.310 -0.474 -0.6302 0.3439 -0.3664
O 0.583 -0.162 -1.279 -0.1087 0.0792 -0.2746
P -0.360 0.758 -1.999 0.3299 -0.3876 0.3039
C -2.021 0.625 -1.269 -0.2274 0.0857 -0.3263
P -1.897 0.220 0.470 0.7868 -0.6854 0.4294
O -0.962 -0.932 0.749 -0.5843 0.1751 -0.1505
C -3.537 0.029 1.135 -0.3307 -0.0098 0.0107
C -4.688 0.330 0.414 0.0169 -0.0232 0.0565
C -5.934 0.201 1.012 0.0317 -0.0196 0.0149
C -6.026 -0.236 2.325 0.0081 -0.0154 0.0260
C -4.878 -0.543 3.044 -0.0220 0.0094 -0.0311
C -3.634 -0.410 2.454 -0.0426 0.0401 -0.0303
C -1.268 1.693 1.279 -0.0454 0.2077 0.1745
C -2.009 2.874 1.306 -0.0343 -0.0028 0.1004
C -1.516 3.990 1.959 0.1061 -0.0559 0.0106
C -0.278 3.926 2.595 -0.0643 0.0380 -0.0298
C 0.455 2.751 2.582 -0.0195 -0.0946 -0.0768
C -0.042 1.629 1.927 0.0932 0.1071 -0.0799
C -0.570 0.642 -3.769 -0.1015 0.0650 -0.1882
C -1.654 1.287 -4.362 -0.0122 -0.0262 -0.1025
C -1.789 1.289 -5.743 0.0974 -0.0554 0.0500
C -0.831 0.655 -6.526 -0.0668 0.0357 0.0448
C 0.254 0.028 -5.931 0.0712 -0.0659 0.0384
C 0.396 0.017 -4.550 -0.0552 0.0989 -0.0551
C 0.254 2.435 -1.772 0.1209 0.1366 0.1863
C 1.644 2.577 -1.838 -0.0672 0.0351 0.0458
C 2.218 3.827 -1.680 -0.0304 0.0433 0.0148
C 1.418 4.942 -1.447 0.0200 -0.0621 -0.0158
C 0.040 4.806 -1.386 0.0022 -0.1005 -0.0182
C -0.539 3.553 -1.552 0.0085 0.1082 -0.1160
H -2.546 -0.198 -1.770 0.0714 0.0433 -0.0004
H -2.588 1.552 -1.378 -0.0723 -0.0354 -0.0826
H -4.629 0.643 -0.620 0.0233 -0.0100 -0.0129
H -6.829 0.424 0.447 -0.0037 -0.0010 -0.0030
H -6.998 -0.355 2.787 -0.0043 0.0103 0.0000
H -4.951 -0.906 4.061 -0.0152 -0.0010 0.0046
H -2.743 -0.678 3.006 0.0306 -0.0032 -0.0363
H -2.985 2.922 0.833 0.0060 -0.0385 -0.0008
H -2.091 4.906 1.977 -0.0009 0.0095 0.0052
H 0.112 4.799 3.102 -0.0036 0.0044 0.0052
H 1.417 2.700 3.076 0.0040 0.0081 0.0059
H 0.520 0.705 1.890 -0.0185 -0.0394 0.0027
H -2.409 1.784 -3.763 0.0191 -0.0046 0.0360
H -2.639 1.776 -6.202 -0.0063 0.0010 -0.0076
H -0.940 0.645 -7.603 0.0103 -0.0055 -0.0047
H 0.991 -0.482 -6.538 0.0057 0.0015 0.0045
H 1.237 -0.489 -4.081 -0.0375 0.0029 -0.0481
H 2.267 1.705 -1.999 -0.0312 -0.0290 0.0080
H 3.294 3.932 -1.730 0.0072 0.0006 0.0037
H 1.874 5.914 -1.312 -0.0020 0.0078 -0.0078
H -0.587 5.669 -1.204 -0.0011 0.0056 0.0030
H -1.617 3.464 -1.512 0.0042 0.0099 0.0248
S 2.956 -1.846 -2.946 -0.1373 -0.1513 -0.0179
As 1.478 -3.373 -2.942 0.0576 -0.3698 -0.5958
S 1.389 -4.350 -0.947 0.0038 0.1510 -0.0403
S -0.609 -2.522 -2.665 0.1589 0.0677 0.1535
S 1.452 -4.742 -4.521 0.0241 0.0887 0.0712
F 5.973 -1.779 4.377 -0.0738 0.0699 -0.0441
C 4.747 -2.013 3.836 0.1618 -0.5686 0.2590
C 4.094 -1.069 3.188 -0.2825 0.1880 -0.1427
C 2.756 -1.372 2.539 0.2236 0.0861 0.4456
C 2.108 -2.612 3.127 0.4612 -0.3865 0.0792
C 0.795 -2.825 3.103 -0.2060 0.0070 -0.0618
C 2.988 -3.641 3.717 -0.3388 0.2513 -0.1252
C 4.245 -3.368 4.058 0.1902 0.2925 -0.0187
H 4.546 -0.091 3.089 -0.0497 0.0148 -0.0563
H 2.096 -0.519 2.711 -0.1002 -0.0263 0.0980
H 0.101 -2.103 2.699 -0.0581 0.0765 -0.0101
H 0.376 -3.759 3.460 0.0221 0.0076 0.0154
H 2.562 -4.618 3.912 -0.0218 0.0020 -0.0446
H 4.896 -4.097 4.522 0.0367 0.0280 -0.0097
C 3.908 -2.470 0.524 0.1845 -0.1076 -0.0730
C 2.909 -1.435 0.993 -0.4584 -0.2931 -0.3787
C 3.225 -0.052 0.453 0.2408 0.1559 -0.1432
O 1.635 -1.797 0.489 0.2503 0.2639 0.7212
H 4.913 -2.189 0.840 0.0332 -0.0059 -0.0346
H 3.860 -2.522 -0.568 0.1016 0.0072 0.1601
H 3.672 -3.461 0.915 -0.0177 0.0858 0.0157
H 3.297 -0.100 -0.635 -0.0126 -0.0645 0.0464
H 4.177 0.301 0.857 -0.0075 0.0404 -0.0361
H 2.432 0.656 0.706 0.0462 -0.0312 0.0284
F -3.147 -4.701 0.075 -0.1336 0.0970 0.0656
B -2.740 -3.438 0.395 0.4472 -0.2287 0.2329
F -1.218 -3.459 0.277 0.3870 0.0951 0.1346
F -2.976 -3.085 1.713 -0.1424 -0.1012 -0.0396
F -3.164 -2.473 -0.492 -0.2257 0.3162 -0.1997
```
Positions in Å, forces in eV/Å.

---

No. 3
ORCA calculation (ωB97M-V/def2-TZVPD) on a structure of composition C35H34BrFeIN5O3P2S2Te in a non-equilibrium geometry.

Properties
E_LUMO (spin up / spin down): 1.59 / 1.59 eV
Gap between HOMO and LUMO (spin up / spin down): 6.52 / 6.52 eV
Energy: -7736.22527 Ha
HOMO level (spin up / spin down): -4.934 / -4.933 eV
ΔE to the lowest compared entry with this formula, charge and spin: 36.07 kcal per mole
Total charge: -1

Structure (XYZ):
```
85
Properties=species:S:1:pos:R:3:forces:R:3
Fe -0.072 0.229 0.104 0.2060 1.4961 -0.3427
C 3.236 -1.592 -0.294 0.0352 0.0099 -0.0272
P 2.257 -0.053 -0.165 -0.5358 -0.2754 -0.2169
C 3.230 0.831 1.115 -0.0041 -0.0606 0.0979
C 2.756 0.897 -1.629 -0.0255 0.0045 -0.0121
C 3.903 0.632 -2.373 0.0000 -0.0199 -0.0368
C 4.247 1.451 -3.435 0.0005 -0.0119 0.0059
C 3.452 2.546 -3.746 -0.0103 0.0045 -0.0082
C 2.313 2.810 -3.002 0.0276 0.0645 0.0235
C 1.948 1.986 -1.941 0.0285 0.0597 -0.0135
P 0.459 2.295 -0.880 0.5978 -0.4010 0.3610
C -0.647 3.042 -2.132 -0.1915 -0.1595 0.0549
C 1.093 3.747 0.059 -0.1129 0.0635 0.0048
H 4.304 -1.387 -0.196 0.0022 0.0116 -0.0201
H 3.044 -2.081 -1.250 -0.0139 0.0004 0.0091
H 2.938 -2.282 0.495 0.0213 0.0154 0.0099
H 4.220 1.064 0.723 0.0039 -0.0181 -0.0007
H 3.335 0.210 2.005 -0.0122 0.0130 0.0100
H 2.731 1.756 1.399 0.0152 0.0105 -0.0281
H 4.528 -0.218 -2.133 0.0005 -0.0148 -0.0086
H 5.132 1.236 -4.020 0.0055 -0.0032 -0.0035
H 3.718 3.193 -4.572 -0.0008 -0.0014 -0.0090
H 1.706 3.670 -3.256 -0.0092 -0.0024 -0.0067
H -0.614 4.128 -2.047 0.0050 0.0035 -0.0232
H -1.668 2.713 -1.964 0.0053 0.0425 0.0291
H -0.341 2.713 -3.122 0.0031 -0.0014 0.0076
H 1.929 4.212 -0.465 -0.0213 0.0219 -0.0144
H 1.422 3.443 1.053 0.0093 -0.0139 -0.0064
H 0.283 4.464 0.178 0.0036 -0.0069 0.0079
N -0.738 -0.128 -2.925 -0.0053 0.0167 0.0006
C -0.498 -0.013 -1.796 0.1854 -0.1847 0.1773
Te -2.267 2.439 0.956 -0.3556 -0.0041 -0.1523
C -2.200 3.762 2.610 0.1371 -0.0845 0.0925
C -1.097 4.555 2.931 0.0164 -0.0228 -0.0182
C -1.114 5.411 4.026 0.0170 0.0153 0.0273
C -2.239 5.497 4.830 -0.0080 -0.0106 0.0017
C -3.344 4.711 4.527 -0.0036 0.0302 0.0163
C -3.322 3.853 3.439 -0.0265 -0.0299 -0.0250
H -0.207 4.516 2.316 -0.0097 0.0209 -0.0159
H -0.242 6.018 4.243 0.0054 -0.0014 0.0046
H -2.257 6.165 5.682 -0.0013 0.0073 0.0054
H -4.231 4.762 5.146 -0.0020 -0.0065 0.0092
H -4.188 3.240 3.224 -0.0007 -0.0009 -0.0061
S 0.915 0.860 4.544 -0.0095 -0.0192 -0.0375
C 1.341 -0.719 4.040 -0.0212 0.0135 -0.0608
C 1.014 -0.882 2.736 0.0574 -0.0959 0.0931
N 0.430 0.209 2.140 -0.0491 0.3348 -0.1271
C 0.324 1.200 2.985 -0.0237 -0.1125 -0.0180
H 1.785 -1.439 4.706 0.0013 -0.0095 0.0208
H 1.162 -1.781 2.153 0.0171 -0.0106 0.0129
H -0.128 2.145 2.724 -0.0177 0.0213 0.0266
O -7.018 -5.803 4.909 0.0005 -0.0068 0.0102
S -6.060 -6.178 3.886 -0.0229 0.0548 -0.0317
O -4.670 -6.065 4.279 0.0098 -0.0053 0.0135
O -6.391 -7.377 3.138 0.0077 -0.0014 0.0094
C -6.280 -4.868 2.630 -0.0189 -0.1697 0.1296
N -7.505 -4.722 2.122 -0.2005 0.0168 -0.1057
C -7.654 -3.794 1.193 0.0135 0.0114 -0.0011
C -6.611 -2.993 0.745 0.0730 -0.0983 0.1240
C -5.384 -3.215 1.351 -0.1441 -0.0502 -0.0078
N -5.227 -4.147 2.290 0.1635 0.1595 -0.1144
C -4.169 -2.423 1.037 0.1214 0.0608 -0.0501
C -3.074 -2.492 1.894 -0.0526 0.0362 -0.0398
C -1.965 -1.724 1.620 -0.0751 0.1226 0.0080
N -1.849 -0.925 0.548 0.2535 -0.5287 0.0749
C -2.892 -0.891 -0.291 0.0838 0.0642 0.0473
C -4.056 -1.602 -0.078 -0.0226 -0.0454 0.0696
H -8.653 -3.670 0.786 -0.0078 -0.0200 -0.0035
H -6.769 -2.238 -0.011 0.0069 0.0247 0.0043
H -3.111 -3.144 2.755 -0.0157 0.0126 0.0167
H -1.133 -1.739 2.307 0.0164 -0.0248 -0.0125
H -2.783 -0.275 -1.171 0.0038 0.0150 0.0035
H -4.853 -1.514 -0.803 -0.0167 -0.0051 0.0064
Br 2.718 -5.758 -1.097 -0.0063 -0.0210 0.0002
C 2.042 -4.793 -2.578 0.0402 0.0330 0.0097
C 2.557 -5.092 -3.832 0.0110 -0.0092 0.0423
C 2.119 -4.391 -4.942 -0.0221 0.0410 -0.0250
C 1.180 -3.379 -4.798 0.0316 -0.0252 -0.0153
C 0.660 -3.083 -3.549 0.0075 -0.0254 0.0700
C 1.080 -3.801 -2.431 0.0182 0.0266 -0.0372
I 0.175 -3.338 -0.614 -0.2000 -0.3343 -0.0396
H 3.297 -5.875 -3.928 0.0019 0.0005 0.0027
H 2.518 -4.635 -5.918 0.0096 0.0069 -0.0053
H 0.844 -2.813 -5.656 -0.0018 0.0054 -0.0110
H -0.059 -2.281 -3.432 -0.0025 -0.0192 -0.0130
```
Positions in Å, forces in eV/Å.